Molecular formula: CH5NOS
Method: DFT, the ωB97M-V functional and the def2-TZVPD basis

The geometry in ORCA input format:
```
! RIJCOSX wB97M-V def2-TZVPD def2/J DEFGRID3
* xyz 0 1
N -2.158 1.087 2.903
S -2.704 -0.318 3.189
H -2.215 1.789 3.639
C 0.989 -0.550 -0.159
O 0.937 0.806 -0.498
H 2.013 -1.043 -0.405
H 0.773 -0.808 0.928
H 0.301 -1.213 -0.883
H 1.061 0.863 -1.414
*
```

Frontier orbital gap (spin up / spin down) = 7.451 / 7.452 eV
F_max = 0.074 Eh/bohr
Lowest unoccupied orbital energy (spin up / spin down) = -1.1 / -1.1 eV
ΔE to the lowest compared entry with this formula, charge and spin = 308.1 kJ/mol
SMILES = N=S.CO
Calculated total energy = -15487.92627 eV
HOMO (spin up / spin down) = -8.546 / -8.544 eV


Molecular formula: CH5NOS
Method: DFT, the ωB97M-V functional and the def2-TZVPD basis

The geometry in ORCA input format:
```
! RIJCOSX wB97M-V def2-TZVPD def2/J DEFGRID3
* xyz 0 1
N -0.287 -0.692 1.232
C -0.565 0.635 1.442
O -1.679 1.104 1.194
H -0.912 -1.358 0.932
H 0.667 -0.837 0.915
H 0.138 1.363 1.770
S 1.165 -0.313 -1.973
H 1.173 0.952 -2.660
H 0.300 -0.854 -2.851
*
```

Frontier orbital gap = 10.358 eV
F_max = 0.087 Eh/bohr
Lowest unoccupied orbital energy = 0.6 eV
ΔE to the lowest compared entry with this formula, charge and spin = 64.2 kJ/mol
SMILES = NC=O.S
Calculated total energy = -15490.45430 eV
HOMO = -9.787 eV


Molecular formula: CH5NOSi
Method: DFT, the ωB97M-V functional and the def2-TZVPD basis

The geometry in ORCA input format:
```
! RIJCOSX wB97M-V def2-TZVPD def2/J DEFGRID3
* xyz 0 1
Si -1.257 0.593 0.666
H -0.995 -0.814 0.695
H -2.387 0.848 1.424
H -0.368 1.712 0.921
H -1.580 1.120 -0.667
N 4.638 0.245 -0.336
C 3.500 -0.082 -0.456
O 2.337 -0.152 -0.684
H 5.556 0.171 -0.025
*
```

Frontier orbital gap = 11.841 eV
F_max = 0.043 Eh/bohr
Lowest unoccupied orbital energy = 0.7 eV
ΔE to the lowest compared entry with this formula, charge and spin = 85.3 kJ/mol
SMILES = [SiH4].N=C=O
Calculated total energy = -12531.64799 eV
HOMO = -11.133 eV


Molecular formula: CH5NS2
Method: DFT, the ωB97M-V functional and the def2-TZVPD basis

The geometry in ORCA input format:
```
! RIJCOSX wB97M-V def2-TZVPD def2/J DEFGRID3
* xyz 0 1
C -1.999 0.521 -0.502
N -0.911 -0.034 -0.833
H -2.416 0.299 0.475
H -2.469 1.286 -1.126
H -0.648 0.286 -1.767
S 2.899 -0.341 1.849
S 1.596 -1.704 0.929
H 2.445 0.742 1.206
H 1.503 -1.054 -0.231
*
```

Frontier orbital gap = 8.862 eV
F_max = 0.012 Eh/bohr
Lowest unoccupied orbital energy = 0.5 eV
ΔE to the lowest compared entry with this formula, charge and spin = 91.5 kJ/mol
SMILES = C=N.SS
Calculated total energy = -24277.38733 eV
HOMO = -8.325 eV


Molecular formula: CH5O2
Method: DFT, the ωB97M-V functional and the def2-TZVPD basis

The geometry in ORCA input format:
```
! RIJCOSX wB97M-V def2-TZVPD def2/J DEFGRID3
* xyz -1 1
C 0.514 -0.946 -0.366
O -0.460 -0.047 -0.684
H 0.658 -1.103 0.727
H 0.289 -1.952 -0.773
H 1.501 -0.657 -0.768
H -1.484 1.930 0.942
H -0.489 0.909 0.101
O -0.527 1.867 0.821
*
```

Frontier orbital gap = 8.213 eV
F_max = 0.010 Eh/bohr
Lowest unoccupied orbital energy = 4.9 eV
ΔE to the lowest compared entry with this formula, charge and spin = 1.3 kJ/mol
Calculated total energy = -5212.93077 eV
HOMO = -3.343 eV


Molecular formula: CH5O2
Method: DFT, the ωB97M-V functional and the def2-TZVPD basis

The geometry in ORCA input format:
```
! RIJCOSX wB97M-V def2-TZVPD def2/J DEFGRID3
* xyz 0 2
C -0.571 -0.805 0.716
O 0.372 0.226 0.916
H -0.628 -1.116 -0.330
H -1.569 -0.504 1.019
H -0.244 -1.692 1.268
H 1.472 1.534 -2.106
H 0.512 0.711 0.088
O 0.656 1.647 -1.571
*
```

Frontier orbital gap (spin up / spin down) = 10.622 / 7.112 eV
F_max = 0.011 Eh/bohr
Lowest unoccupied orbital energy (spin up / spin down) = 0.7 / -2.9 eV
ΔE to the lowest compared entry with this formula, charge and spin = 80.2 kJ/mol
Calculated total energy = -5209.97004 eV
HOMO (spin up / spin down) = -9.969 / -9.970 eV
<S²> = 0.7528


Molecular formula: CH5O2P
Method: DFT, the ωB97M-V functional and the def2-TZVPD basis

The geometry in ORCA input format:
```
! RIJCOSX wB97M-V def2-TZVPD def2/J DEFGRID3
* xyz 0 1
C -1.292 0.835 -0.185
O -1.679 -0.445 -0.266
O 1.650 -0.553 0.981
P 1.493 0.007 -0.694
H -0.870 1.323 0.743
H -1.586 1.640 -0.918
H -1.047 -0.805 0.326
H 2.583 -0.772 0.975
H 0.748 -1.229 -0.962
*
```

Frontier orbital gap (spin up / spin down) = 7.100 / 8.598 eV
F_max = 0.068 Eh/bohr
Lowest unoccupied orbital energy (spin up / spin down) = -0.6 / 0.5 eV
ΔE to the lowest compared entry with this formula, charge and spin = 347.9 kJ/mol
Calculated total energy = -14498.12812 eV
HOMO (spin up / spin down) = -7.687 / -8.070 eV


Molecular formula: CH5O3
Method: DFT, the ωB97M-V functional and the def2-TZVPD basis

The geometry in ORCA input format:
```
! RIJCOSX wB97M-V def2-TZVPD def2/J DEFGRID3
* xyz 1 1
O -0.826 0.307 -2.247
H -0.213 0.133 -2.976
H -1.358 1.118 -2.411
H -0.266 0.385 -1.276
O 0.192 0.240 -0.059
C 0.089 -0.447 0.938
O 0.796 -0.180 1.980
H -0.603 -1.296 0.966
H 0.656 -0.769 2.733
*
```

Frontier orbital gap = 13.015 eV
F_max = 0.023 Eh/bohr
Lowest unoccupied orbital energy = -3.9 eV
ΔE to the lowest compared entry with this formula, charge and spin = 14.2 kJ/mol
Calculated total energy = -7253.09060 eV
HOMO = -16.883 eV


Molecular formula: CH5O4
Method: DFT, the ωB97M-V functional and the def2-TZVPD basis

The geometry in ORCA input format:
```
! RIJCOSX wB97M-V def2-TZVPD def2/J DEFGRID3
* xyz -1 1
O -2.035 -1.406 0.027
C -1.003 -2.054 -0.270
O 0.179 -1.740 -0.009
H -1.077 -3.061 -0.748
H 3.001 1.273 -0.450
H 1.705 1.787 0.092
O 2.567 2.098 -0.248
H -0.991 0.287 0.671
H -1.577 1.569 0.268
O -0.770 1.247 0.667
*
```

Frontier orbital gap = 8.668 eV
F_max = 0.024 Eh/bohr
Lowest unoccupied orbital energy = 4.2 eV
ΔE to the lowest compared entry with this formula, charge and spin = 47.9 kJ/mol
Calculated total energy = -9310.00698 eV
HOMO = -4.475 eV


Molecular formula: CH5O4
Method: DFT, the ωB97M-V functional and the def2-TZVPD basis

The geometry in ORCA input format:
```
! RIJCOSX wB97M-V def2-TZVPD def2/J DEFGRID3
* xyz -1 1
O 0.754 1.148 0.498
C 1.307 0.704 -0.544
O 0.936 -0.229 -1.302
H 1.876 1.446 -1.134
H 0.541 -0.358 1.899
H -0.584 0.289 1.640
O -0.391 -0.547 2.113
H -1.163 -1.002 -1.148
H -1.976 -0.130 -0.404
O -2.119 -0.894 -0.990
*
```

Frontier orbital gap = 9.166 eV
F_max = 0.071 Eh/bohr
Lowest unoccupied orbital energy = 4.3 eV
ΔE to the lowest compared entry with this formula, charge and spin = 87.5 kJ/mol
Calculated total energy = -9309.59622 eV
HOMO = -4.825 eV


Molecular formula: CH5OP
Method: DFT, the ωB97M-V functional and the def2-TZVPD basis

The geometry in ORCA input format:
```
! RIJCOSX wB97M-V def2-TZVPD def2/J DEFGRID3
* xyz 0 1
C -1.586 -0.362 -0.068
O 2.167 -0.177 -0.502
P 1.353 -0.116 0.944
H -1.483 -1.449 -0.141
H -1.100 0.344 -0.749
H -2.130 -0.042 0.774
H 2.198 0.603 -1.109
H 0.581 1.199 0.850
*
```

Frontier orbital gap (spin up / spin down) = 8.494 / 8.060 eV
F_max = 0.034 Eh/bohr
Lowest unoccupied orbital energy (spin up / spin down) = -0.2 / 0.2 eV
ΔE to the lowest compared entry with this formula, charge and spin = 298.1 kJ/mol
Calculated total energy = -12451.04908 eV
HOMO (spin up / spin down) = -8.726 / -7.820 eV


Molecular formula: CH5OP
Method: DFT, the ωB97M-V functional and the def2-TZVPD basis

The geometry in ORCA input format:
```
! RIJCOSX wB97M-V def2-TZVPD def2/J DEFGRID3
* xyz 0 1
C -0.845 -0.645 -0.348
P 0.966 -0.221 0.837
O 1.428 1.205 0.143
H -1.680 -0.054 -0.065
H -1.085 -1.745 -0.437
H -0.443 -0.204 -1.249
H 0.366 0.574 1.910
H 1.293 1.090 -0.792
*
```

Frontier orbital gap = 9.703 eV
F_max = 0.058 Eh/bohr
Lowest unoccupied orbital energy = 0.8 eV
ΔE to the lowest compared entry with this formula, charge and spin = 93.0 kJ/mol
SMILES = CPO
Calculated total energy = -12453.17479 eV
HOMO = -8.857 eV


Molecular formula: CH5OPS
Method: DFT, the ωB97M-V functional and the def2-TZVPD basis

The geometry in ORCA input format:
```
! RIJCOSX wB97M-V def2-TZVPD def2/J DEFGRID3
* xyz 0 1
C 0.113 1.104 0.650
O 0.857 1.077 -0.575
P 1.341 -0.289 -1.315
S -1.710 -2.438 0.244
H 0.164 2.202 0.871
H 0.494 0.417 1.551
H -0.921 0.950 0.294
H 2.392 0.443 -2.009
H -2.730 -3.467 0.288
*
```

Frontier orbital gap (spin up / spin down) = 9.347 / 5.156 eV
F_max = 0.054 Eh/bohr
Lowest unoccupied orbital energy (spin up / spin down) = -0.4 / -2.5 eV
ΔE to the lowest compared entry with this formula, charge and spin = 413.6 kJ/mol
Calculated total energy = -23285.95148 eV
HOMO (spin up / spin down) = -9.768 / -7.675 eV


Molecular formula: CH5OPS
Method: DFT, the ωB97M-V functional and the def2-TZVPD basis

The geometry in ORCA input format:
```
! RIJCOSX wB97M-V def2-TZVPD def2/J DEFGRID3
* xyz 0 1
C 0.406 -0.330 1.338
P 2.028 0.155 0.647
S 1.995 -0.281 -1.197
H 0.372 0.048 2.342
H 0.122 -1.407 1.330
H -0.417 0.194 0.750
O -1.680 0.418 -1.408
H -1.957 0.277 -2.334
H -0.869 0.927 -1.469
*
```

Frontier orbital gap = 7.572 eV
F_max = 0.033 Eh/bohr
Lowest unoccupied orbital energy = -1.2 eV
ΔE to the lowest compared entry with this formula, charge and spin = 105.3 kJ/mol
SMILES = CP=S.O
Calculated total energy = -23289.14639 eV
HOMO = -8.728 eV


Molecular formula: CH5OPS
Method: DFT, the ωB97M-V functional and the def2-TZVPD basis

The geometry in ORCA input format:
```
! RIJCOSX wB97M-V def2-TZVPD def2/J DEFGRID3
* xyz 0 1
C 1.485 -0.265 0.201
O 0.286 0.288 0.679
P -0.977 0.975 -0.134
S -2.648 -0.363 0.116
H 1.514 -1.066 -0.619
H 1.975 -0.722 1.102
H 2.066 0.564 -0.151
H -1.258 1.645 1.341
H -3.077 -0.841 -1.112
*
```

Frontier orbital gap = 9.900 eV
F_max = 0.058 Eh/bohr
Lowest unoccupied orbital energy = 0.6 eV
ΔE to the lowest compared entry with this formula, charge and spin = 159.4 kJ/mol
SMILES = COPS
Calculated total energy = -23288.58623 eV
HOMO = -9.258 eV


Molecular formula: CH5OS
Method: DFT, the ωB97M-V functional and the def2-TZVPD basis

The geometry in ORCA input format:
```
! RIJCOSX wB97M-V def2-TZVPD def2/J DEFGRID3
* xyz 0 2
S -2.345 0.500 -0.744
H -2.575 -0.328 0.288
C 1.055 0.076 0.342
O 0.635 -0.311 -0.952
H 2.041 0.524 0.222
H 0.386 0.791 0.818
H 1.131 -0.805 0.979
H -0.328 -0.447 -0.953
*
```

Frontier orbital gap (spin up / spin down) = 10.808 / 6.997 eV
F_max = 0.010 Eh/bohr
Lowest unoccupied orbital energy (spin up / spin down) = 0.7 / -3.0 eV
ΔE to the lowest compared entry with this formula, charge and spin = 71.9 kJ/mol
Calculated total energy = -13998.73913 eV
HOMO (spin up / spin down) = -10.078 / -9.986 eV
<S²> = 0.7526


Molecular formula: CH5OS2
Method: DFT, the ωB97M-V functional and the def2-TZVPD basis

The geometry in ORCA input format:
```
! RIJCOSX wB97M-V def2-TZVPD def2/J DEFGRID3
* xyz -1 1
O 2.405 0.181 0.333
H 2.259 0.993 -0.153
C 0.350 -1.122 -0.960
S 0.580 0.004 0.425
S -2.112 0.503 0.083
H -0.350 -1.893 -0.678
H 1.358 -1.436 -1.238
H -0.055 -0.556 -1.803
H -1.685 1.238 -0.973
*
```

Frontier orbital gap = 6.785 eV
F_max = 0.022 Eh/bohr
Lowest unoccupied orbital energy = 3.8 eV
ΔE to the lowest compared entry with this formula, charge and spin = 100.6 kJ/mol
Calculated total energy = -24836.14346 eV
HOMO = -2.939 eV


Molecular formula: CH5P
Method: DFT, the ωB97M-V functional and the def2-TZVPD basis

The geometry in ORCA input format:
```
! RIJCOSX wB97M-V def2-TZVPD def2/J DEFGRID3
* xyz 0 1
C -0.283 -0.270 0.940
P -1.081 -1.485 0.081
H 0.519 0.376 0.530
H -0.723 -0.162 2.017
H 1.048 1.698 -0.939
H 0.910 1.135 -1.460
H -0.390 -1.291 -1.169
*
```

Frontier orbital gap = 10.008 eV
F_max = 0.047 Eh/bohr
Lowest unoccupied orbital energy = 0.2 eV
ΔE to the lowest compared entry with this formula, charge and spin = 169.7 kJ/mol
Calculated total energy = -10404.24073 eV
HOMO = -9.815 eV


Molecular formula: CH5P3
Method: DFT, the ωB97M-V functional and the def2-TZVPD basis

The geometry in ORCA input format:
```
! RIJCOSX wB97M-V def2-TZVPD def2/J DEFGRID3
* xyz 0 1
C -1.644 -0.307 -0.167
P 1.777 1.277 -0.297
P 1.448 -0.565 0.843
P 0.733 -0.424 -1.222
H -2.138 -1.290 -0.439
H -2.182 0.504 -0.712
H -1.682 -0.296 0.949
H 0.966 2.127 0.252
H 2.722 -1.026 0.792
*
```

Frontier orbital gap = 8.405 eV
F_max = 0.074 Eh/bohr
Lowest unoccupied orbital energy = -0.5 eV
ΔE to the lowest compared entry with this formula, charge and spin = 217.0 kJ/mol
Calculated total energy = -28981.42313 eV
HOMO = -8.859 eV


Molecular formula: CH5PS2
Method: DFT, the ωB97M-V functional and the def2-TZVPD basis

The geometry in ORCA input format:
```
! RIJCOSX wB97M-V def2-TZVPD def2/J DEFGRID3
* xyz 0 1
C -0.817 1.002 1.157
S 0.590 0.467 0.515
P 0.394 -0.144 -1.831
S 0.536 -2.238 -1.733
H -1.018 0.868 2.306
H -1.054 2.021 0.847
H -1.263 0.155 0.625
H 1.845 -0.105 -1.553
H 0.787 -2.024 -0.333
*
```

Frontier orbital gap = 8.210 eV
F_max = 0.138 Eh/bohr
Lowest unoccupied orbital energy = -0.5 eV
ΔE to the lowest compared entry with this formula, charge and spin = 275.0 kJ/mol
SMILES = CSPS
Calculated total energy = -32075.20688 eV
HOMO = -8.681 eV